Density functional theory data (the ωB97M-V functional and the def2-TZVPD basis) for a 15-piece molecular cluster, C5H37NO14 overall at a distorted geometry.

The geometry in ORCA input format:
```
! wB97M-V def2-TZVPD RIJCOSX def2/J DEFGRID3
* xyz 0 1
H -3.0998 2.0449 1.6992
H -3.0605 -1.5841 -2.2397
H 2.6008 -3.2027 0.5815
O -1.1148 -2.3857 2.0010
H -3.0339 0.4742 3.4674
H -1.7487 -1.9180 1.4637
H 0.9675 -2.6302 -4.3439
H 4.9276 0.5340 0.1960
O 4.8081 0.1776 1.0872
O 2.6290 1.8381 0.2108
H 3.5669 1.0015 -0.9877
H 0.0620 3.9758 0.9699
H -4.0334 -0.3569 -2.9736
H -2.1249 4.0401 -0.0408
O -0.4099 4.8097 1.0229
H -3.5932 -0.1489 0.4849
H 0.8236 -2.0140 3.1873
O 1.7307 -1.7612 3.0165
H -2.1608 1.2681 -1.7633
H -4.0042 1.9827 0.5466
H -1.3663 -2.3285 2.9272
O -3.7007 1.4134 1.2953
H 3.2834 0.0699 -2.3604
H 4.5829 -0.7438 0.9741
H 2.6414 1.2185 0.9814
H -1.5399 2.6651 0.0925
H 3.9726 -1.9797 -2.3436
H 0.6126 -1.2564 0.5610
C 0.0798 -0.3475 0.8728
C -1.9077 -0.1754 -3.4504
H -1.0954 -0.7635 -3.9129
H 2.2554 -1.9902 1.3314
H 2.6425 -1.6090 -1.3720
H -3.3673 -1.4233 -0.2343
C -3.1589 -0.9611 -3.1524
H -1.0150 4.6891 1.7922
O -2.2293 3.1506 -0.3707
H -3.5066 -0.5836 2.3780
H 0.0518 -0.2229 1.9440
O -2.8277 -0.3540 3.0381
H -2.0468 0.6711 -4.1993
H 2.1941 -1.9352 -3.6627
H -3.3495 -1.7999 -3.8685
H 1.2116 1.0320 4.3151
O 1.7696 -2.1277 -4.5194
O 2.7708 -2.2566 0.4909
H 2.7197 1.0891 3.9579
H 2.3991 2.6385 0.7143
N -0.5545 0.3611 0.0144
O -3.8328 -1.0997 0.5525
C -1.5723 0.4548 -2.1756
H 0.1387 -0.7894 -1.7033
C -0.5756 -0.0269 -1.3797
H 1.8085 -0.8472 3.3517
O 3.0520 -1.7393 -2.2336
O 3.9018 0.6068 -1.8084
O 1.8263 1.1557 3.5762
*
```

The LUMO energy is -0.6 eV. The max |F| comes out at 0.0694 Eh/bohr. For the orbital gap, the calculation gives 8.321 eV. The HOMO energy is -8.90 eV.

The net atomic charges from Mulliken, expressed in e, are: number 1, H, carries 0.268; number 2, H, carries 0.116; number 3, H, carries 0.296; number 4, O, carries -0.660; number 5, H, carries 0.243; number 6, H, carries 0.317; number 7, H, carries 0.279; number 8, H, carries 0.319; number 9, O, carries -0.652; number 10, O, carries -0.665; number 11, H, carries 0.368; number 12, H, carries 0.300; number 13, H, carries 0.310; number 14, H, carries 0.352; number 15, O, carries -0.653; number 16, H, carries 0.469; number 17, H, carries 0.294; number 18, O, carries -0.688; number 19, H, carries 0.386; number 20, H, carries 0.291; number 21, H, carries 0.339; number 22, O, carries -0.669; number 23, H, carries 0.374; number 24, H, carries 0.305; number 25, H, carries 0.304; number 26, H, carries 0.188; number 27, H, carries 0.247; number 28, H, carries 0.466; number 29, C, carries -0.993; number 30, C, carries -0.237; number 31, H, carries 0.175; number 32, H, carries 0.305; number 33, H, carries 0.438; number 34, H, carries 0.225; number 35, C, carries -0.920; number 36, H, carries 0.338; number 37, O, carries -0.603; number 38, H, carries 0.380; number 39, H, carries 0.332; number 40, O, carries -0.591; number 41, H, carries 0.300; number 42, H, carries 0.474; number 43, H, carries 0.350; number 44, H, carries 0.306; number 45, O, carries -0.681; number 46, O, carries -0.602; number 47, H, carries 0.326; number 48, H, carries 0.290; number 49, N, carries 0.497; number 50, O, carries -0.710; number 51, C, carries -0.154; number 52, H, carries 0.059; number 53, C, carries -0.454; number 54, H, carries 0.364; number 55, O, carries -0.750; number 56, O, carries -0.677; number 57, O, carries -0.634